1.
The following is a DFT calculation (wB97M-V/def2-TZVPD) of a gas-phase ion, C8H18NO (charge +1) in a non-equilibrium geometry.

SMILES: CC[NH2+][C@]1(OC)CC1(C)C
LUMO energy, eV: -2.79
Total charge: +1
Orbital gap, eV: 10.175

Positions of all 28 atoms, in Å:
C  -2.776  -0.976  0.747
C  -2.279  0.370  0.207
N  -1.199  0.250  -0.925
C  0.134  0.499  -0.267
O  0.167  1.605  0.498
C  0.862  2.821  0.149
C  1.268  0.184  -1.212
C  1.283  -0.781  -0.107
C  0.701  -2.129  -0.343
C  2.328  -0.619  0.908
H  -1.967  -1.638  0.969
H  -3.262  -0.670  1.689
H  -3.570  -1.459  0.213
H  -1.668  1.017  0.874
H  -3.023  0.972  -0.162
H  -1.350  0.638  -1.842
H  -1.055  -0.788  -0.867
H  1.617  2.751  -0.631
H  1.269  3.035  1.171
H  0.091  3.627  -0.259
H  2.196  0.699  -1.260
H  0.905  -0.186  -2.093
H  0.197  -2.491  0.522
H  1.519  -2.947  -0.297
H  -0.054  -2.170  -1.191
H  3.199  -0.935  0.374
H  2.024  -1.094  1.867
H  2.442  0.413  1.270

2.
The following is a DFT calculation (wB97M-V/def2-TZVPD) of 2 unconnected molecules or ions with the total composition C8H18NO3 in a non-equilibrium geometry.

LUMO energy, eV: -3.21
Total charge: +1
Orbital gap, eV: 8.480

Positions of all 30 atoms, in Å:
C  -1.427  0.912  -0.329
C  -1.255  2.080  -1.346
C  -2.278  -1.247  0.524
C  1.586  0.225  -1.504
C  2.301  0.696  1.212
C  1.068  -1.301  1.910
C  -1.822  -0.326  -0.570
C  1.101  -0.592  -0.348
N  1.396  -0.380  0.893
O  -1.325  1.241  1.065
O  -1.569  -0.876  -1.842
O  0.588  -1.839  -0.588
H  -1.835  1.763  -2.287
H  -1.711  2.964  -0.915
H  -0.280  2.432  -1.489
H  -1.690  -2.143  0.672
H  -1.987  -0.684  1.493
H  -3.372  -1.294  0.542
H  0.718  0.315  -2.279
H  1.689  1.312  -1.297
H  2.414  -0.021  -2.013
H  1.832  1.568  1.778
H  3.144  0.277  1.876
H  2.736  1.014  0.324
H  0.177  -0.895  2.404
H  0.939  -2.332  1.520
H  1.712  -1.265  2.689
H  -1.558  2.248  1.279
H  -1.874  -1.789  -1.850
H  0.582  -2.063  -1.523

3.
The following is a DFT calculation (wB97M-V/def2-TZVPD) of a single C8H18O2 molecule in a non-equilibrium geometry.

SMILES: CC(C)C(C)(C)[C@H](O)CO
LUMO energy, eV: 0.69
Orbital gap, eV: 10.585

Positions of all 28 atoms, in Å:
C  -2.645  -0.469  -0.056
C  -1.217  -0.776  0.396
C  -1.183  -0.803  1.921
C  -0.110  0.238  -0.250
C  -0.131  1.587  0.464
C  -0.426  0.434  -1.735
C  1.252  -0.445  -0.088
O  1.666  -0.516  1.249
C  2.404  0.305  -0.925
O  3.671  -0.111  -0.463
H  -2.904  0.571  0.134
H  -3.343  -1.091  0.503
H  -2.795  -0.682  -1.111
H  -0.963  -1.778  0.031
H  -1.553  0.134  2.332
H  -1.819  -1.606  2.295
H  -0.178  -0.977  2.289
H  -1.154  1.938  0.576
H  0.322  1.508  1.447
H  0.413  2.333  -0.112
H  -0.411  -0.515  -2.266
H  -1.407  0.886  -1.850
H  0.288  1.107  -2.202
H  1.191  -1.473  -0.491
H  2.587  -0.220  1.301
H  2.381  1.383  -0.764
H  2.296  0.093  -1.992
H  3.768  -1.056  -0.634

4.
The following is a DFT calculation (wB97M-V/def2-TZVPD) of a single C8H18O2 molecule in a non-equilibrium geometry.

SMILES: CC(C)CC(O)(O)C(C)C
LUMO energy, eV: 0.86
Orbital gap, eV: 10.731

Positions of all 28 atoms, in Å:
C  0.309  -2.500  -2.055
C  0.237  -1.002  -1.777
C  1.499  -0.311  -2.283
C  -0.030  -0.800  -0.210
C  -0.135  0.658  0.203
O  -0.773  1.378  -0.815
O  1.109  1.226  0.501
C  -1.003  0.726  1.577
C  -1.202  2.185  1.981
C  -0.319  -0.042  2.701
H  -0.598  -3.002  -1.725
H  1.155  -2.945  -1.532
H  0.434  -2.691  -3.120
H  -0.625  -0.578  -2.297
H  1.702  -0.603  -3.313
H  2.364  -0.591  -1.681
H  1.379  0.770  -2.282
H  -0.964  -1.312  0.014
H  0.790  -1.263  0.339
H  -0.825  2.301  -0.538
H  1.676  1.158  -0.276
H  -1.978  0.280  1.357
H  -1.687  2.243  2.954
H  -0.237  2.684  2.046
H  -1.835  2.715  1.270
H  0.692  0.334  2.838
H  -0.865  0.090  3.635
H  -0.271  -1.106  2.487